No. 1
{
  "formula": "C24H34AsNO8P2PdSi",
  "method": "ωB97M-V with the def2-TZVPD basis set",
  "elements": ["Pd", "O", "P", "O", "O", "O", "P", "O", "O", "O", "H", "H", "C", "As", "C", "C", "O", "H", "H", "H", "H", "H", "H", "H", "H", "H", "C", "N", "C", "C", "C", "C", "C", "C", "C", "C", "H", "H", "H", "H", "H", "H", "H", "H", "H", "H", "H", "H", "C", "C", "C", "C", "C", "C", "Si", "C", "C", "C", "C", "C", "C", "H", "H", "H", "H", "H", "H", "H", "H", "H", "H", "H"],
  "xyz": [[-0.01414, 0.98322, -0.30542], [-1.47217, -2.88672, -3.33889], [-1.80408, -1.74833, -2.24656], [-3.25039, -1.41382, -2.28838], [-1.16593, -2.09104, -0.93071], [-0.95796, -0.47541, -2.84634], [0.64110, -0.47875, -3.12072], [0.79266, 0.91832, -3.93989], [0.96401, -1.60769, -4.03767], [1.38142, -0.30834, -1.82316], [-0.59758, -2.69196, -3.75115], [0.92205, 1.62287, -3.28840], [-2.55753, -2.99808, 1.26631], [-1.25938, -1.60905, 1.60841], [0.55388, -2.14178, 1.22929], [-1.23269, -1.62739, 3.56731], [-1.66440, -0.05510, 1.22123], [-2.08766, -3.78737, 0.68981], [-3.33390, -2.55015, 0.64945], [-2.95547, -3.36564, 2.21459], [0.69600, -3.17357, 1.55405], [1.21084, -1.47923, 1.79400], [0.73035, -2.04870, 0.15942], [-0.88807, -2.58929, 3.95267], [-2.24107, -1.42808, 3.93036], [-0.57198, -0.83115, 3.90919], [-3.46088, 1.79615, -0.81790], [-2.26760, 2.12258, -1.58196], [-2.56196, 2.05841, -3.00355], [-1.74018, 3.43406, -1.24332], [-1.30376, 3.54697, 0.19533], [-1.75572, 4.62298, 0.95489], [-1.42100, 4.75110, 2.29499], [-0.64403, 3.76616, 2.88541], [-0.18690, 2.69624, 2.13002], [-0.47425, 2.56670, 0.77067], [-3.76911, 0.78378, -1.07596], [-4.28062, 2.50551, -1.04724], [-3.24570, 1.82042, 0.24794], [-2.96426, 1.07762, -3.24757], [-1.65248, 2.20553, -3.58592], [-3.30060, 2.83599, -3.28418], [-2.49749, 4.21573, -1.45487], [-0.88767, 3.61980, -1.90642], [-2.39370, 5.36633, 0.48507], [-1.77083, 5.60061, 2.87116], [-0.38089, 3.83484, 3.93601], [0.42612, 1.94285, 2.61040], [6.14386, -0.24968, -1.08667], [5.46165, 0.27015, -2.17994], [4.23922, 0.90027, -2.00526], [3.65853, 1.04617, -0.74210], [4.35564, 0.50159, 0.33632], [5.58000, -0.13749, 0.17454], [2.01043, 1.99782, -0.58087], [2.51528, 3.44587, 0.58279], [3.02389, 3.27145, 1.87342], [3.32782, 4.34388, 2.69947], [3.11623, 5.64394, 2.26056], [2.60444, 5.84926, 0.98762], [2.31931, 4.76539, 0.16687], [7.09561, -0.75147, -1.22091], [5.87533, 0.16790, -3.17686], [3.70832, 1.27037, -2.87478], [3.93467, 0.55057, 1.33358], [6.08733, -0.55545, 1.03748], [1.99687, 2.75556, -1.88818], [3.16494, 2.27043, 2.26364], [3.71608, 4.16408, 3.69642], [3.33808, 6.48569, 2.90694], [2.41993, 6.85771, 0.63346], [1.91337, 4.94749, -0.82288]],
  "atomic_forces_ev_per_a": [[1.009, 0.189, 0.152], [0.259, 0.069, -0.222], [-0.260, 0.156, 0.247], [0.091, -0.013, -0.059], [-0.046, -0.202, -0.099], [0.210, -0.023, -0.084], [-0.292, -0.076, -0.539], [-0.024, -0.055, 0.096], [-0.049, -0.019, 0.106], [-0.476, -0.022, 0.469], [-0.113, -0.030, 0.183], [0.021, 0.022, -0.023], [-0.016, 0.068, -0.004], [0.186, -0.002, -0.083], [0.000, 0.010, -0.007], [-0.003, 0.006, -0.017], [0.023, -0.013, -0.254], [0.037, -0.042, -0.018], [-0.002, 0.006, -0.018], [-0.018, 0.013, -0.042], [0.010, -0.032, 0.016], [-0.001, -0.001, 0.015], [-0.007, 0.038, 0.081], [0.002, -0.012, 0.002], [0.001, 0.011, 0.005], [0.004, -0.009, -0.007], [0.087, -0.074, -0.012], [-0.016, 0.042, -0.040], [0.032, -0.062, 0.119], [0.020, -0.032, -0.003], [0.039, -0.016, 0.101], [-0.015, -0.008, -0.007], [-0.016, 0.041, 0.004], [0.036, -0.005, 0.026], [0.050, -0.019, -0.006], [-0.400, 0.069, -0.048], [-0.023, -0.032, -0.034], [-0.031, 0.017, 0.030], [0.034, 0.017, 0.043], [-0.001, -0.041, 0.023], [0.033, 0.003, -0.004], [0.002, 0.002, -0.028], [0.017, 0.055, -0.013], [0.032, -0.004, 0.006], [-0.011, 0.001, -0.001], [-0.010, 0.001, 0.000], [0.002, 0.002, 0.008], [0.014, -0.017, 0.002], [-0.009, 0.005, -0.027], [0.023, -0.027, 0.008], [-0.010, 0.032, -0.002], [-0.083, -0.077, 0.048], [-0.015, -0.067, 0.018], [-0.019, 0.002, 0.010], [-0.303, 0.163, 0.007], [-0.025, 0.024, -0.061], [-0.012, -0.021, -0.004], [-0.002, 0.010, -0.003], [0.010, -0.003, -0.006], [0.008, 0.009, 0.001], [-0.045, -0.011, 0.003], [0.003, 0.002, 0.001], [0.000, -0.003, -0.001], [0.002, 0.007, 0.003], [-0.016, 0.003, 0.003], [0.004, 0.001, -0.001], [0.057, -0.026, -0.055], [0.012, -0.007, 0.001], [-0.004, -0.001, 0.000], [-0.001, 0.000, 0.000], [0.000, 0.000, -0.003], [0.000, 0.008, -0.005]],
  "de_lowest_kcal_mol": 33.2,
  "gap_ha": 0.24468,
  "total_charge": -2,
  "e_homo_ha": -0.07543
}

=====

No. 2
{
  "formula": "C24H34CaN3O15",
  "method": "ωB97M-V with the def2-TZVPD basis set",
  "elements": ["Ca", "N", "O", "O", "O", "C", "C", "C", "O", "C", "O", "O", "H", "H", "H", "H", "H", "H", "C", "C", "C", "O", "C", "O", "O", "H", "H", "H", "H", "H", "H", "C", "C", "C", "O", "C", "O", "O", "H", "H", "H", "H", "H", "H", "C", "C", "C", "O", "C", "O", "O", "H", "H", "H", "H", "H", "H", "N", "C", "C", "C", "C", "H", "H", "H", "H", "H", "N", "C", "C", "C", "C", "H", "H", "H", "H", "H"],
  "xyz": [[1.99869, -2.03862, 0.82324], [0.41130, 0.37968, 0.12730], [0.03141, -0.74641, -0.02358], [-0.28092, 1.34618, -0.13371], [1.51885, 0.41855, 0.60993], [1.95384, -5.75458, -4.64911], [0.81550, -5.33983, -3.69494], [0.63132, -6.25413, -2.52020], [0.39340, -5.38988, -1.44498], [0.62268, -4.17293, -1.72997], [0.69477, -3.27023, -0.86762], [1.02457, -4.13033, -2.98441], [2.89940, -5.72049, -4.10795], [2.05624, -5.13376, -5.53918], [1.73846, -6.73484, -5.07432], [-0.17013, -5.34005, -4.16038], [1.50421, -6.90167, -2.43730], [-0.21569, -6.93135, -2.63005], [0.88718, 1.50255, 6.48051], [0.44409, 0.14095, 5.99774], [-0.89223, 0.23891, 5.23880], [-0.60016, -0.40060, 4.06730], [0.69064, -0.67833, 3.98749], [1.21379, -1.20317, 3.00092], [1.33668, -0.24246, 5.04544], [0.97636, 2.16138, 5.61673], [1.87508, 1.49579, 6.94108], [0.10209, 1.80406, 7.17393], [0.49458, -0.69579, 6.69445], [-1.19637, 1.26796, 5.04733], [-1.78204, -0.23059, 5.65821], [1.63301, 2.42801, -2.69309], [2.03778, 3.81561, -2.11524], [1.63613, 4.26021, -0.70391], [2.82329, 4.96997, -0.30675], [3.85859, 4.74694, -1.12730], [5.01365, 5.21851, -0.95602], [3.48140, 3.90847, -2.18534], [1.95983, 1.54467, -2.14444], [1.86457, 2.38076, -3.75716], [0.55493, 2.27670, -2.74753], [1.58463, 4.53950, -2.79253], [1.36346, 3.40252, -0.08900], [0.77358, 4.92554, -0.66612], [-0.97827, -0.41887, -2.98543], [-1.34499, -0.68368, -4.48130], [-0.35660, -0.11495, -5.51846], [0.10236, -1.26910, -6.18602], [-0.49337, -2.37322, -5.69591], [-0.10558, -3.51633, -5.97679], [-1.36619, -2.06714, -4.76833], [-1.77999, -0.79535, -2.35012], [-0.91894, 0.65684, -2.81984], [-0.03616, -0.85528, -2.65364], [-2.35774, -0.33274, -4.67947], [0.42149, 0.51145, -5.08224], [-0.89387, 0.48376, -6.25398], [-3.47694, 0.16457, 1.03250], [-4.88110, 0.12099, 1.00696], [-5.25586, -0.84523, 1.92709], [-4.13993, -1.22936, 2.63711], [-3.05815, -0.65940, 1.98597], [-2.87558, 0.70398, 0.42627], [-5.41975, 0.83092, 0.39682], [-6.24579, -1.23156, 2.11993], [-4.03889, -1.96504, 3.42130], [-2.01169, -0.86889, 2.15158], [0.35068, 2.62705, 2.58113], [-0.85688, 2.91875, 3.16642], [-0.66069, 3.82905, 4.16610], [0.69913, 4.15959, 4.13169], [1.33197, 3.44375, 3.10756], [0.48917, 1.90338, 1.89033], [-1.76014, 2.48752, 2.76075], [-1.36390, 4.24332, 4.87340], [1.18698, 4.91413, 4.73090], [2.33274, 3.36373, 2.70949]],
  "atomic_forces_ev_per_a": [[-1.846, 1.156, -0.236], [-1.124, 1.098, -0.185], [-2.902, -4.765, -1.103], [-0.134, 0.672, 0.069], [4.589, 1.989, 1.547], [-0.516, 0.849, 0.229], [-0.734, -1.442, -0.853], [0.089, -2.255, -1.131], [-1.293, -1.891, 2.939], [2.374, 0.714, -0.277], [0.257, -0.589, -1.039], [0.327, 3.651, -0.392], [0.037, -0.338, -0.023], [-0.286, 0.405, 0.288], [0.045, -0.229, 0.474], [0.320, 0.854, -0.668], [0.254, 0.264, 1.002], [-0.058, 0.203, 0.074], [-0.194, -0.480, 0.506], [-1.211, 1.247, 2.343], [-1.018, 1.079, 2.231], [0.402, -1.711, -3.000], [1.044, 0.285, -1.033], [-0.353, -0.123, 0.454], [1.779, -1.796, -3.632], [-0.399, 0.104, 0.071], [-0.218, -0.215, 0.314], [0.319, 0.633, 0.119], [-0.510, 0.461, 0.738], [0.406, 0.141, -0.154], [0.368, -0.308, 0.504], [-0.796, 0.442, 0.255], [-0.668, -1.017, -1.425], [0.522, -0.606, -0.643], [-0.326, -0.129, 0.569], [4.389, 0.990, -0.342], [-5.089, -2.208, -0.827], [-0.416, 1.366, 1.849], [0.644, 0.219, 0.008], [0.777, -0.049, 0.166], [-0.334, 0.586, 0.460], [0.398, 0.206, -0.291], [0.656, 0.031, 0.491], [0.267, 0.197, -0.252], [-0.565, -0.063, -0.987], [0.124, 1.018, 1.131], [-1.266, 0.404, -0.123], [0.517, -0.419, -0.194], [3.104, -2.993, -0.938], [-1.629, 2.984, 0.561], [-0.812, -0.677, 0.746], [0.074, -0.117, 0.039], [-0.040, 0.041, -0.083], [-0.001, -0.173, -0.324], [0.053, 0.202, 0.152], [0.340, -0.465, -0.049], [0.079, 0.159, 0.039], [-1.025, 0.371, -0.317], [1.893, 0.736, -0.767], [-0.923, -0.944, 1.727], [-1.246, -1.117, -0.108], [1.846, 0.484, -0.386], [0.102, 0.130, -0.098], [-0.202, -0.278, -0.071], [-0.097, 0.346, -0.120], [-0.270, 0.112, 0.004], [0.053, 0.242, -0.025], [-0.037, 0.439, 0.032], [-0.226, -0.741, -0.298], [-0.063, 0.153, -0.013], [1.813, 0.334, -0.765], [-1.304, -0.482, 0.833], [0.090, 0.571, -0.028], [-0.023, -0.096, 0.187], [-0.168, -0.036, -0.305], [-0.030, -0.097, 0.038], [0.002, 0.281, 0.314]],
  "gap_ha": [0.22992, 0.12027],
  "total_charge": 2,
  "e_homo_ha": [-0.46719, -0.46692],
  "spin_multiplicity": 2,
  "s_squared": 0.76
}

=====

No. 3
{
  "formula": "C24H34ClF9GaN3O5",
  "method": "ωB97M-V with the def2-TZVPD basis set",
  "elements": ["O", "C", "C", "C", "H", "C", "H", "C", "H", "C", "H", "C", "H", "H", "C", "C", "H", "H", "H", "C", "C", "H", "H", "H", "H", "Ga", "Cl", "C", "O", "N", "C", "C", "H", "H", "H", "H", "H", "H", "H", "H", "H", "C", "C", "N", "H", "C", "O", "H", "H", "H", "H", "H", "H", "C", "C", "N", "H", "C", "O", "H", "H", "H", "H", "F", "C", "F", "F", "C", "O", "C", "F", "F", "F", "C", "F", "F", "F"],
  "xyz": [[2.34143, -0.81965, -3.17471], [1.27587, -0.57145, -3.76055], [0.71482, 0.81161, -3.94471], [0.88239, 1.83082, -2.95954], [1.07664, 1.60354, -1.89765], [0.89453, 3.16160, -3.39753], [1.20685, 3.96306, -2.74411], [0.50964, 3.48882, -4.71088], [0.61319, 4.49593, -5.11765], [-0.14101, 2.50939, -5.44686], [-0.68262, 2.78654, -6.35151], [-0.16837, 1.18619, -4.98870], [-0.83170, 0.42439, -5.41807], [0.51660, -1.38873, -3.86264], [-2.43047, -2.03923, -1.43287], [-2.35847, -0.81318, -0.53747], [-3.27062, -1.97020, -2.14152], [-2.54326, -2.98943, -0.90022], [-1.50825, -2.07562, -2.03870], [-2.70870, 0.36127, -1.16510], [-4.05617, 0.67223, -1.72067], [-1.91144, 1.04258, -1.42874], [-4.06094, 1.05199, -2.75835], [-4.56485, 1.42990, -1.11294], [-4.68877, -0.21880, -1.67126], [-0.83806, -0.78129, 0.68659], [-3.07966, -0.98199, 1.49892], [-0.98942, -0.43228, 3.46345], [-0.21748, -0.97827, 2.58186], [-1.01878, -0.73552, 4.73192], [-0.25502, -1.88914, 5.21671], [-1.83208, 0.03364, 5.68730], [-1.70767, 0.33167, 3.14296], [0.35441, -2.23253, 4.38182], [-0.93241, -2.69397, 5.54366], [0.37319, -1.58973, 6.06877], [-2.12009, 0.99157, 5.23661], [-1.27207, 0.24200, 6.60716], [-2.75620, -0.49399, 5.97144], [5.01942, 1.06098, -1.38429], [4.84220, 1.20788, 1.16734], [3.92255, 1.14372, -1.39397], [3.74918, 1.25078, 1.05159], [3.36727, 0.59537, -0.17846], [3.53765, 0.57902, -2.24335], [2.59889, -0.51649, -0.17991], [1.83156, -0.85366, 0.73685], [3.27214, 0.75102, 1.89399], [2.73981, -1.13580, -1.08596], [3.64001, 2.20161, -1.50674], [3.45246, 2.30528, 1.02278], [0.03201, -6.01435, 1.13078], [2.18131, -5.93774, -0.49144], [-0.43079, -5.39557, 0.35240], [1.58140, -5.26831, -1.12699], [0.58418, -4.56646, -0.31241], [-1.20521, -4.76834, 0.80008], [0.56275, -3.24409, -0.22268], [-0.25156, -2.64858, 0.54596], [2.23215, -4.52161, -1.60130], [1.27361, -2.67432, -0.84924], [-0.87839, -6.07434, -0.38212], [1.07847, -5.87102, -1.89957], [1.35403, 3.10270, -0.19372], [0.13323, 3.49147, 0.28405], [0.31799, 4.73060, 0.82376], [-0.68518, 3.63870, -0.80152], [-0.43020, 2.44097, 1.26966], [-0.27425, 1.18288, 0.73401], [0.34278, 2.73962, 2.59960], [-0.20817, 3.76243, 3.31440], [0.33609, 1.64776, 3.40738], [1.65040, 3.05841, 2.39751], [-1.90250, 2.87393, 1.49843], [-2.07476, 4.21885, 1.54008], [-2.68039, 2.40879, 0.48985], [-2.42716, 2.37416, 2.65694]],
  "atomic_forces_ev_per_a": [[-1.863, 0.468, -1.876], [-0.672, -0.027, 2.758], [-0.955, 0.619, 0.984], [1.498, 0.041, -0.677], [0.321, -0.064, -0.794], [-0.372, -0.058, -0.492], [-0.100, -0.102, 0.235], [0.060, -0.323, 0.562], [-0.047, -0.257, 0.297], [-0.708, -0.338, 0.044], [0.100, -0.164, 0.227], [0.997, -0.487, -0.430], [0.718, 0.237, -0.422], [0.616, 0.098, -0.824], [-1.287, -0.733, 0.642], [2.480, 1.714, -5.116], [0.157, 0.009, 0.170], [0.093, -0.208, 0.045], [-0.308, -0.015, 0.285], [0.688, -0.745, -0.639], [-0.266, -0.380, -0.298], [-0.145, 0.781, 0.977], [0.118, -0.132, 0.268], [0.019, 0.044, 0.015], [-0.146, 0.003, -0.128], [0.202, 1.496, 0.810], [-1.580, -0.847, 2.939], [0.401, -0.134, -2.326], [-1.470, 0.540, 1.716], [0.275, -0.505, 1.028], [-0.093, 0.185, 0.208], [-0.289, 0.031, -0.222], [0.371, -0.199, 0.272], [0.025, -0.062, 0.221], [0.139, 0.307, -0.134], [-0.130, -0.091, -0.317], [0.136, -0.289, 0.046], [0.094, -0.118, -0.341], [0.353, -0.034, -0.207], [-0.159, 0.166, 0.007], [-0.191, -0.057, -0.071], [0.487, -0.271, -0.304], [-0.141, 0.372, 0.186], [-0.151, -0.487, 0.204], [0.134, 0.242, 0.107], [-0.361, 0.306, 0.610], [0.998, 0.112, -0.888], [-0.026, 0.117, -0.090], [-0.262, 0.380, 0.113], [0.045, -0.304, 0.115], [0.028, -0.241, 0.112], [-0.011, 0.191, -0.096], [-0.159, 0.256, -0.203], [0.157, -0.040, 0.083], [-0.175, 0.201, 0.056], [-0.052, -0.248, -0.224], [0.250, -0.044, -0.162], [-1.174, 0.886, 1.115], [1.365, -1.676, -1.207], [-0.139, -0.324, 0.104], [-0.230, -0.407, 0.327], [0.063, 0.209, 0.037], [0.181, 0.234, 0.228], [-0.905, 0.285, 0.289], [0.522, 0.808, -1.570], [-0.143, -0.949, -0.486], [0.836, -0.108, 1.008], [0.351, -0.652, -0.546], [-0.086, 1.400, 0.927], [0.477, -0.303, 1.124], [0.545, -0.766, -0.504], [0.177, 0.914, -0.376], [-0.976, -0.283, 0.220], [-1.987, -0.309, -0.545], [0.070, -0.772, 0.098], [0.717, 0.680, 1.266], [0.496, 0.221, -0.571]],
  "de_lowest_kcal_mol": 128.2,
  "gap_ha": 0.18126,
  "e_homo_ha": -0.19477
}

=====

no.,total energy (eV)
1,-134092.966
2,-79043.376
3,-129501.058